# 1
78
Properties=species:S:1:pos:R:3:forces:R:3:lowdin_spin:R:1 method="wB97M-V/def2-TZVPD" e_homo_ha="-0.699 / -0.795" lumo_ev="-12.34 / -17.29" spin_multiplicity=5 orbital_gap_ha="0.2456 / 0.1598" s2=6.0288 total_charge=+4
Pt 0.172538 -0.128018 -0.402496 -0.5 -0.3 0.3 0.9409
P 2.229472 -1.146169 0.582896 4.2 -2.4 2.5 0.3656
P -1.892358 0.551114 -1.514809 -4.8 1.4 -2.2 0.3363
O 1.471103 -0.402553 -3.175927 -2.3 0.2 4.5 0.0728
O 1.002036 2.755897 0.277814 -1.2 -4.2 -0.9 0.0399
N -0.856783 1.442415 2.727043 1.0 1.8 1.1 0.3079
N -1.780988 1.064748 3.656906 -0.6 0.5 1.7 0.0541
C 2.318971 -1.378832 2.436192 -0.8 0.3 0.3 0.0662
C -3.696008 0.240170 0.628387 -0.2 -0.1 0.1 0.0053
C 2.534453 -2.927209 0.096072 -1.3 -0.5 -0.8 0.0789
C 1.960872 -0.133048 3.245435 0.0 0.4 0.3 0.0096
C 0.697834 1.666408 0.028808 1.9 5.7 0.9 0.1556
C -0.280405 2.550255 3.246615 -0.3 -0.8 -0.7 -0.0128
C -2.978360 2.796554 -2.994869 -0.6 0.1 0.4 0.0265
C 1.518607 -2.588162 2.943975 0.1 -0.1 0.1 0.0041
C -0.843445 2.860441 4.491867 1.7 1.5 -0.8 0.3477
C 4.230901 0.800925 1.246285 0.0 -0.1 0.2 0.0068
C -1.806807 1.882548 4.731264 -1.6 -2.7 -1.2 0.2763
C 3.792342 -3.537054 0.737854 0.7 0.1 0.4 0.0479
C 4.122193 0.143637 -1.148618 0.1 0.0 -0.2 0.0048
C -4.209222 -0.472420 -2.822158 -0.3 0.8 -0.1 0.0499
C 3.893680 -0.335848 0.282350 -0.1 1.2 -0.6 0.0753
C -2.628378 2.523054 0.300318 0.0 0.3 0.2 0.0153
C 2.545327 -3.211588 -1.404955 0.2 0.0 -0.2 0.0070
C -1.756425 1.875448 -2.824913 1.1 0.0 0.1 0.0441
C -2.852934 -0.867873 -2.224921 0.5 -1.4 0.4 0.0875
C 0.954816 -0.380375 -2.134543 3.9 -0.5 -7.4 0.1834
C -1.324064 1.353244 -4.196186 0.3 0.0 -0.3 0.0031
C -3.160371 1.263756 -0.376619 0.4 0.1 0.6 0.0586
C -2.065464 -1.747500 -3.199414 -0.1 -0.2 -0.2 0.0093
H -1.021614 -1.888799 -2.895051 -0.1 -0.1 -0.1 0.0075
H 4.589610 -1.166190 0.479306 -0.4 -0.2 0.0 0.0228
H -2.830704 3.404071 -3.898214 0.1 -0.2 0.2 0.0039
H 0.502660 3.078301 2.717372 -0.2 -0.1 0.1 -0.0042
H 4.279357 0.472068 2.288407 0.0 0.2 -0.2 0.0004
H 2.646832 -4.298580 -1.544036 -0.1 0.3 0.0 0.0014
H 5.223241 1.190073 0.983522 -0.2 -0.1 0.0 0.0023
H -3.910930 2.232892 -3.130738 0.3 0.2 0.0 0.0012
H 0.881426 -0.074549 3.409329 0.1 -0.2 0.1 0.0027
H -4.109284 0.127213 -3.737673 0.0 -0.2 0.3 0.0006
H 3.691543 -4.630795 0.697636 -0.1 0.3 -0.1 0.0075
H -0.930706 2.484602 -2.416841 -0.1 0.2 -0.2 0.0068
H -0.724949 0.059283 1.130082 -0.3 -1.3 0.8 0.0600
H 2.461444 -0.188657 4.226835 -0.3 0.0 -0.3 0.0007
H -4.083605 0.763827 1.514125 0.0 -0.2 -0.3 0.0000
H -4.524338 -0.340180 0.197726 0.3 0.1 0.3 0.0004
H 3.395487 -2.734227 -1.911329 -0.2 -0.2 0.1 0.0004
H -0.577015 3.688939 5.118232 0.0 0.2 0.3 0.0116
H 1.337191 -2.466786 4.021005 0.0 -0.1 -0.3 0.0005
H 4.695756 -3.272398 0.172411 -0.3 0.0 0.1 0.0028
H 1.618321 -2.903632 -1.898773 0.0 -0.1 0.0 0.0050
H -3.434158 2.970936 0.899887 0.3 0.0 -0.2 -0.0001
H -2.174886 0.968228 -4.776594 0.3 0.0 0.3 0.0008
H 0.543898 -2.672848 2.444297 0.1 0.0 0.2 0.0036
H 2.058325 -3.534391 2.813093 -0.3 0.3 0.0 0.0003
H -2.268940 3.285284 -0.401012 -0.1 -0.2 0.2 0.0007
H -2.924196 -0.468061 0.957261 -0.2 0.0 0.0 0.0049
H -2.319477 0.222588 3.484813 -0.2 0.1 0.2 -0.0007
H 3.527860 1.041964 -1.361209 0.1 0.0 0.0 0.0019
H -0.681229 -0.806856 1.022496 -0.6 0.7 1.0 0.1087
H -3.051370 -1.472004 -1.322882 0.1 0.1 -0.2 0.0004
H -2.541209 -2.739703 -3.219874 0.2 0.3 -0.1 0.0007
H 2.269464 0.813870 2.790536 0.0 -0.2 0.1 0.0005
H -3.106113 3.491844 -2.160162 -0.1 -0.1 -0.3 0.0006
H -1.806669 2.265442 0.979808 -0.2 0.2 -0.1 0.0051
H -0.912494 2.207495 -4.754242 -0.1 -0.3 0.1 0.0005
H -2.485129 1.743549 5.557653 -0.1 -0.1 0.2 0.0072
H 5.181331 0.427615 -1.239792 -0.3 -0.1 -0.1 0.0016
H 3.913257 -0.608787 -1.916045 0.1 0.1 0.2 0.0004
H -3.991160 1.556631 -1.037148 0.4 -0.1 -0.1 0.0166
H 1.645754 -3.426108 0.515877 0.2 0.1 -0.1 0.0003
H -4.736667 -1.397857 -3.095607 0.3 0.0 0.1 0.0143
H -4.856184 0.061060 -2.114940 0.1 -0.2 -0.2 0.0014
H -2.086288 -1.347358 -4.222225 0.1 -0.1 0.3 0.0005
H 3.515292 1.629820 1.156706 0.2 -0.1 0.0 0.0034
H 3.391033 -1.578766 2.602640 -0.2 0.2 -0.4 0.0206
H 3.949422 -3.272239 1.787896 0.0 -0.1 -0.3 0.0019
H -0.542330 0.588195 -4.154206 -0.2 0.1 -0.2 0.0017

# 2
78
Properties=species:S:1:pos:R:3:forces:R:3:lowdin_charge:R:1 method="wB97M-V/def2-TZVPD" e_homo_ha="-0.714 / -0.714" lumo_ev="-14.72 / -14.72" orbital_gap_ha="0.1726 / 0.1725" total_charge=+4
Ti 0.139187 0.230944 -0.640152 -1.3 -1.3 4.7 0.7935
P 1.868402 1.600133 0.586931 0.5 0.7 1.1 0.8143
P -0.631403 1.306867 -2.609751 -0.6 -0.1 -1.5 0.7920
P -1.647262 -1.900795 -0.863007 -1.2 -0.1 -0.2 0.8445
O -0.664064 0.486824 1.061403 1.0 0.1 -2.1 -0.2323
O 1.537594 -0.577545 -1.452347 -2.7 1.1 -1.1 -0.2063
N -1.924209 2.091169 1.964408 1.0 -1.0 -1.2 0.1331
C -1.545958 0.815876 1.928771 -1.8 1.4 -0.3 -0.3797
C 3.534424 -1.722793 -4.104499 0.1 -0.9 -0.7 0.0096
C 3.739775 -1.373252 -1.346457 1.0 1.2 0.2 0.0085
C 1.020831 -3.344931 2.741536 0.5 0.5 -0.5 -0.0669
C -1.858354 -3.344310 0.219838 0.6 -0.4 0.7 -0.2128
C 0.553361 2.634596 -2.884384 -0.2 0.6 -0.1 -0.1762
C 2.531760 -1.326973 -2.003848 1.3 -0.6 -1.0 -0.3012
C -0.418101 -0.000706 -3.848372 0.7 -0.5 -0.3 -0.2129
C -2.113953 -0.282860 2.731375 -0.2 0.2 -0.2 -0.0992
C 2.380910 -1.675940 -3.331177 0.5 0.9 -1.1 0.0031
C -2.604837 1.071102 4.798589 -0.3 0.4 0.6 -0.1672
C -2.375289 1.668101 -2.787600 -0.6 0.4 0.8 -0.1705
C 4.899053 -1.514826 -2.116754 -0.4 -0.3 0.4 0.0089
C 3.320539 2.065178 -0.363476 -0.1 0.0 -0.3 -0.1989
C 1.162883 3.210715 1.094117 -0.4 0.0 -0.1 -0.1971
C -2.467224 2.516209 4.315415 -0.1 0.2 0.0 -0.1573
C 1.617794 -3.888118 1.655834 -0.6 2.4 0.0 -0.0601
C -2.911192 2.717693 2.861732 -0.5 -0.1 0.4 -0.1084
C 2.564954 0.928774 2.141031 -0.3 -0.3 0.1 -0.1757
C -3.292704 -1.138356 -0.561437 0.2 0.5 0.0 -0.2173
C 4.800348 -1.682318 -3.497673 -0.3 -0.3 0.3 0.0214
C -1.980054 -2.684875 -2.496559 0.6 0.2 -0.2 -0.2270
C -1.687635 0.012150 4.151057 -0.4 -0.1 1.5 -0.1481
H -3.373152 -0.694649 0.443003 0.0 -0.2 -0.4 0.0382
H -0.620686 0.299412 4.181139 -0.4 -0.1 0.1 0.1277
H 5.873945 -1.419230 -1.647434 -0.1 -0.3 0.0 0.1416
H 2.003597 3.810862 1.485992 -0.4 -0.1 -0.2 0.0941
H 0.455801 3.408480 -2.114893 -0.1 0.0 -0.2 0.0679
H 1.422330 -1.617503 -3.823798 0.1 -0.3 0.1 0.0947
H 3.034611 -0.049220 1.959419 -0.1 0.3 0.1 0.0612
H -2.973401 3.785365 2.609300 0.1 -0.4 -0.1 0.1450
H -3.880979 2.251636 2.597016 0.3 0.3 0.5 0.1484
H 2.655426 -3.601001 1.411757 -0.5 -0.6 0.3 0.0555
H -3.665042 0.789906 4.668311 0.4 -0.2 0.0 0.1351
H -3.511462 -0.365973 -1.311557 -0.1 -0.3 0.2 0.0337
H 3.860015 1.193159 -0.732623 0.1 0.1 0.1 0.0479
H -1.513110 2.671954 1.211374 -0.3 -0.4 0.9 0.1543
H 5.714037 -1.866602 -4.047782 -0.1 0.4 -0.3 0.1423
H 3.927027 2.644723 0.337965 0.2 0.0 -0.3 0.0874
H -2.711524 -3.483709 -2.333990 0.1 0.2 -0.1 0.0779
H 0.713574 3.713032 0.215433 0.3 0.0 0.5 0.0553
H -0.925132 -3.862786 0.461974 -0.2 0.1 -0.1 0.0293
H -1.207356 -0.054470 -4.606697 0.1 0.4 0.1 0.1068
H -3.041336 3.188445 4.981578 0.1 -0.4 -0.5 0.1454
H -4.019621 -1.956205 -0.645329 0.0 0.3 0.0 0.0884
H -2.875848 0.784705 -3.215215 0.3 0.4 0.1 0.0766
H -2.815227 1.900694 -1.807115 -0.1 0.2 -0.5 0.0665
H 1.604569 2.321962 -2.898212 -0.3 -0.3 -0.1 0.0705
H 0.992885 0.135809 -2.227446 2.3 -1.9 0.5 0.1059
H -3.211233 -0.263158 2.644167 0.2 0.0 0.2 0.1503
H -2.342016 -3.065626 1.165367 0.2 0.0 -0.3 0.0624
H -0.033446 -3.474491 3.017566 0.4 -0.2 -0.3 0.0495
H 1.558739 -2.629246 3.393474 -0.1 -1.0 -0.1 0.0578
H 0.395548 3.104699 1.884850 0.6 0.0 -0.4 0.0504
H -1.760196 -1.248589 2.343344 0.1 0.4 0.1 0.1126
H 3.433147 -1.821745 -5.204036 0.2 -0.1 0.9 0.1512
H -2.389267 -1.979326 -3.228809 0.0 -0.1 0.2 0.0521
H 3.325463 1.647291 2.500500 -0.3 -0.3 -0.2 0.0933
H -0.381374 -1.004877 -3.375105 0.0 0.7 -0.4 0.0135
H 3.777442 -1.090744 -0.293125 0.2 -0.2 -0.2 0.1230
H -2.475833 1.103039 5.889330 0.2 -0.3 -0.3 0.1371
H -2.457356 2.518901 -3.471294 -0.2 0.0 0.0 0.1002
H -1.793303 -0.905913 4.736586 0.1 0.1 -0.1 0.1389
H 1.021328 -4.202881 0.793941 0.3 -1.0 0.6 0.0277
H -1.063735 -3.126592 -2.907704 -0.2 -0.1 0.0 0.0661
H 1.786114 0.811788 2.916670 0.3 0.0 -0.4 0.0631
H -1.428900 2.862681 4.414241 -0.1 0.0 -0.1 0.1242
H 0.536572 0.223896 -4.335061 -0.1 -0.3 -0.3 0.0828
H -2.524311 -4.038434 -0.309718 0.2 0.2 0.1 0.0802
H 0.306655 3.061499 -3.855403 0.1 0.3 -0.2 0.0959
H 3.046445 2.691301 -1.216493 0.1 0.1 0.1 0.0564

# 3
81
Properties=species:S:1:pos:R:3:forces:R:3:lowdin_spin:R:1 method="wB97M-V/def2-TZVPD" e_homo_ha="-0.655 / -0.718" lumo_ev="-10.44 / -15.21" spin_multiplicity=6 de_lowest_kcal_mol=6.7 orbital_gap_ha="0.2719 / 0.1594" s2=8.7848 total_charge=+4
Ir -0.428593 0.423156 0.008744 -0.5 -0.5 0.9 1.6621
S -1.279908 1.293414 -4.432765 0.5 -1.1 1.9 0.3768
P 1.077935 0.263154 -1.638266 2.3 0.3 -2.1 0.2222
P 0.611818 -1.504893 0.969887 1.3 -1.5 1.6 0.1558
P -2.319374 -0.498873 1.047016 -2.4 0.2 0.4 0.2124
N 0.097746 2.226310 1.037639 0.8 1.0 1.5 0.1964
N -0.723149 4.449274 1.736791 0.5 -1.7 0.0 0.0765
N 0.685951 3.143671 3.259048 -0.6 1.0 -3.5 0.4765
N 1.642634 4.167786 1.284582 -1.8 -2.1 0.7 0.2740
C -0.357091 0.149881 -6.765264 0.1 -0.6 -1.1 0.0776
C 1.040562 -1.253823 -2.680165 -0.3 -0.1 -0.2 0.0388
C 1.354433 2.914833 0.555135 0.8 0.6 -0.1 0.0336
C -1.578511 -1.243166 -5.175943 0.4 -1.0 1.0 0.0517
C 2.827223 0.406038 -1.041159 0.3 -0.1 0.3 0.0284
C 0.392913 1.920924 2.494172 0.2 -0.5 0.7 0.0429
C 0.336527 -3.029424 -0.033528 0.1 0.2 0.1 0.0298
C -1.182063 -2.393483 -5.840927 -1.0 0.4 0.8 0.0503
C 2.414569 -1.550458 1.422226 -0.1 0.0 -0.4 0.0294
C -3.680903 0.583594 0.537572 0.0 -0.1 -0.7 0.0575
C -1.079428 0.011265 -5.565638 -0.7 0.7 -1.2 0.1636
C -3.519883 1.396839 -2.628321 -0.9 0.2 0.2 0.0518
C -2.668941 -0.287439 2.845733 0.9 -0.3 0.2 0.0403
C -1.046092 3.197561 1.028900 -0.3 1.1 0.3 0.0352
C -2.886148 -2.188259 0.588316 0.1 0.0 -0.1 0.0276
C 1.879820 3.809192 2.709141 2.0 0.5 1.2 0.0172
C -0.049828 -1.001164 -7.506782 -0.4 1.0 0.6 0.0083
C -2.878379 2.383487 -1.987066 -0.8 0.4 -0.3 0.0337
C -0.439524 4.102267 3.152723 -0.6 0.7 1.0 0.0253
C -0.402161 -2.272280 -6.997127 0.1 0.4 -1.0 0.1668
C -0.040256 -2.011286 2.628795 -0.1 0.2 -0.3 0.0201
C 1.202076 1.782825 -2.697745 -0.3 0.2 -0.4 0.0782
C 0.478359 5.045939 1.129493 0.1 0.7 0.4 0.0307
H -1.324014 3.431283 -0.005806 0.1 -0.2 0.3 0.0119
H -1.066732 -2.383355 2.513119 0.5 0.0 0.3 0.0000
H -1.886258 2.739162 1.564753 0.1 0.0 -0.4 0.0061
H 0.735897 -2.913407 -1.041859 -0.1 -0.2 0.5 0.0004
H -3.500140 0.639974 -0.540728 -0.7 0.3 0.6 0.0089
H 2.073188 4.720469 3.291740 0.0 -0.3 -0.2 0.0007
H 0.816533 -3.893199 0.449641 -0.1 0.3 -0.1 0.0055
H 0.574608 -2.789696 3.108116 -0.2 0.3 -0.4 0.0043
H 2.876503 0.604342 0.038891 0.1 -0.5 -0.5 0.0021
H 2.744409 3.125777 2.778722 -0.3 0.4 -0.1 0.0007
H -2.230335 3.102496 -2.494665 -0.4 0.1 -0.2 0.0006
H -1.951194 -0.773856 3.504537 -0.4 0.1 0.0 0.0004
H 0.008384 -1.633711 -2.672228 0.3 0.1 -0.1 0.0068
H -3.201186 2.741401 -1.004362 0.6 -0.8 0.0 0.0022
H 1.269506 3.193157 -0.501497 -0.1 -0.3 0.2 0.0086
H -2.551661 -2.911995 1.339453 -0.1 0.1 -0.2 0.0008
H -2.254294 -1.265328 -4.319585 0.2 -0.3 -0.2 0.0002
H -4.645583 0.091741 0.762869 0.4 0.4 -0.1 0.0103
H 1.285074 1.279176 2.551859 -0.4 0.1 -0.1 0.0012
H -2.672076 0.789974 3.049063 -0.2 -0.2 0.0 0.0004
H -4.077561 0.585049 -2.142541 -0.1 0.8 -0.1 0.0023
H -2.486381 -2.493612 -0.385481 -0.2 0.2 0.2 0.0031
H -0.081021 1.154158 -7.067115 0.1 -0.2 -0.3 0.0020
H -0.156729 -3.161716 -7.577707 0.1 0.2 0.2 0.0062
H -2.054144 2.420820 -4.379978 0.1 0.0 -2.0 0.0327
H 1.341636 -1.091601 -3.727814 0.0 0.2 0.4 0.0036
H -1.588868 -3.362181 -5.512159 0.3 0.5 -0.3 0.0008
H 0.300230 5.186222 0.053822 0.0 0.2 0.3 0.0093
H 0.372401 -0.876548 -8.501588 0.3 -0.2 0.3 -0.0013
H 2.689227 -0.605988 1.913306 0.0 -0.3 -0.1 0.0008
H -0.143599 5.014479 3.696101 -0.3 -0.4 -0.1 0.0005
H -3.983363 -2.230650 0.537857 0.3 0.2 0.1 0.0034
H 0.432456 2.478141 -2.341604 0.0 0.0 -0.5 0.0103
H 2.613232 -2.376536 2.125774 -0.2 0.3 -0.4 0.0058
H -0.735989 -3.221275 -0.128331 0.4 -0.1 0.1 0.0004
H 3.410501 -0.486606 -1.308333 -0.1 0.3 0.3 0.0024
H 1.694324 -2.031341 -2.251342 -0.1 0.5 -0.3 0.0009
H -0.483494 1.428169 2.936488 0.3 0.1 -0.1 0.0080
H -1.327595 3.639466 3.617381 0.3 0.4 -0.2 0.0063
H -0.049656 -1.118512 3.269836 0.1 -0.4 0.0 0.0011
H -3.668101 -0.705580 3.030855 0.2 0.2 -0.1 0.0079
H -3.743036 1.401053 -3.696073 0.8 -0.2 0.0 0.0081
H -3.622799 1.595869 0.998029 -0.1 -0.8 -0.3 0.0005
H 1.059470 1.538038 -3.765292 0.1 0.3 0.6 0.0125
H 0.694169 6.006791 1.611034 -0.1 -0.1 -0.2 0.0007
H 2.205221 2.243908 0.734938 -0.4 0.2 -0.3 0.0003
H 3.285303 1.272693 -1.537033 0.0 -0.5 0.2 0.0026
H 2.178539 2.288269 -2.591814 -0.5 -0.4 -0.1 0.0053
H 3.043501 -1.676343 0.529875 -0.2 0.0 0.4 0.0002

| no. | energy (a.u.) |
| --- | --- |
| 1 | -1965.351296 |
| 2 | -2982.331467 |
| 3 | -2649.614953 |